{"formula": "C5H11N2O", "method": "wB97M-V/def2-TZVPD", "elements": ["O", "C", "C", "C", "C", "N", "C", "N", "H", "H", "H", "H", "H", "H", "H", "H", "H", "H", "H"], "xyz": [[-2.027090, -1.513869, 0.944472], [-1.738871, -0.980448, 1.974690], [-0.622176, 0.254421, 2.112723], [-0.457403, 1.100990, 0.738091], [-0.426208, 0.223064, -0.627388], [1.577838, 0.152958, -2.790153], [1.733244, -0.461179, -1.604191], [0.857989, -0.431433, -0.581668], [-2.138019, -1.421086, 2.914443], [-0.873627, 0.930926, 2.971527], [0.299085, -0.334819, 2.117860], [0.425798, 1.682886, 0.967580], [-1.411789, 1.698945, 0.738212], [-1.301004, -0.333748, -0.576946], [-0.615965, 0.945771, -1.491317], [0.622448, 0.529405, -3.233296], [2.260110, -0.223280, -3.590074], [2.729335, -1.004535, -1.374869], [1.106306, -0.814969, 0.390301]], "atomic_forces_ev_per_a": [[0.02, 0.16, -0.30], [1.34, 1.24, 0.91], [-1.85, -1.47, -2.52], [-2.66, -1.03, 1.01], [0.56, 4.55, 1.53], [-0.32, -1.24, -2.98], [-0.03, -0.33, 1.67], [1.39, -1.01, -0.91], [0.17, 0.52, 0.04], [0.75, -0.90, -0.72], [0.13, 0.18, 1.34], [0.09, 0.50, -0.78], [1.27, -0.07, -0.43], [-0.87, -1.93, -0.10], [1.05, -0.93, 1.00], [2.80, -1.21, 1.87], [-1.94, 1.35, 2.50], [-1.78, 1.08, -0.69], [-0.12, 0.55, -2.44]], "nbo_charge": [-0.5320, 0.4498, -0.5022, -0.4067, -0.2660, -0.7694, 0.3891, -0.5136, 0.1394, 0.2606, 0.1924, 0.2227, 0.2339, 0.2722, 0.2137, 0.4602, 0.4554, 0.2503, 0.4500], "total_charge": 1}

=====

{"formula": "C5H11N2O", "method": "wB97M-V/def2-TZVPD", "elements": ["C", "C", "C", "C", "C", "N", "N", "O", "H", "H", "H", "H", "H", "H", "H", "H", "H", "H", "H"], "xyz": [[1.622995, 0.620243, 0.080678], [0.322438, 1.232732, 0.669105], [-1.293869, -0.483927, 0.136949], [-2.379080, -0.937392, -0.762228], [2.321618, -1.566610, 0.327024], [1.393992, -0.751996, 0.119310], [-0.861104, 0.714555, -0.017700], [-1.326957, 1.533098, -1.020240], [1.651660, 1.137179, -0.839768], [2.443625, 0.895783, 0.606541], [0.225014, 0.917400, 1.647822], [0.170902, 2.340493, 0.857353], [-0.764460, -0.941732, 1.034625], [-3.142325, -1.192512, -0.184533], [-1.954095, -1.763927, -1.249547], [-2.742573, -0.179559, -1.517321], [-1.368322, 2.418757, -0.625112], [3.438410, -1.419092, 0.443435], [2.242130, -2.573491, 0.293608]], "atomic_forces_ev_per_a": [[-3.19, 1.47, -0.14], [-0.33, 1.58, 0.39], [0.32, 1.56, 0.59], [2.53, 2.30, -1.93], [2.86, 1.96, -0.23], [-0.10, -1.79, -0.78], [0.78, 0.80, 0.27], [-0.02, -0.35, -0.13], [0.55, -0.45, -1.86], [2.49, 1.17, 1.90], [-0.17, -1.13, 2.17], [0.71, -1.00, -1.09], [-1.25, -0.10, -1.65], [-3.50, -1.63, 2.38], [0.12, -1.51, -0.92], [0.84, -0.77, 1.02], [-0.04, -0.03, -0.08], [-1.04, 1.17, 0.01], [-1.55, -3.26, 0.08]], "nbo_charge": [-0.2523, -0.2419, 0.2829, -0.6818, 0.0379, -0.4594, 0.0023, -0.4938, 0.2260, 0.2150, 0.2206, 0.2380, 0.2796, 0.2527, 0.2672, 0.2739, 0.4966, 0.1597, 0.1768], "total_charge": 1}

=====

{"formula": "C5H11N2O", "method": "wB97M-V/def2-TZVPD", "elements": ["C", "C", "C", "C", "C", "N", "N", "O", "H", "H", "H", "H", "H", "H", "H", "H", "H", "H", "H"], "xyz": [[2.428977, -1.509562, -0.953248], [2.631340, 0.629500, 0.145902], [-1.161349, 0.008682, 1.397572], [-1.223540, -0.584633, -1.037115], [-0.141802, 1.435834, -0.269287], [2.588063, -0.558589, -0.126477], [-0.817006, 0.389532, 0.037070], [3.529729, 1.357443, 0.846152], [2.501140, -1.213607, -2.051582], [2.149662, -2.463212, -0.496156], [-0.255632, -0.387308, 1.947673], [-1.642132, 0.834206, 1.934612], [-1.893219, -0.780459, 1.313149], [-1.521909, -1.505268, -0.540401], [-1.995203, -0.081948, -1.589456], [-0.405481, -0.738802, -1.695513], [-0.072438, 1.704716, -1.356810], [-0.008236, 2.062646, 0.669031], [3.304150, 2.329835, 0.959363]], "atomic_forces_ev_per_a": [[-0.13, 0.41, -0.76], [-1.54, 4.20, 1.67], [0.56, -0.27, 0.93], [-0.01, 0.83, 1.09], [-0.79, 0.60, 1.45], [1.20, -0.98, -0.22], [0.35, -0.92, -1.34], [0.09, -0.43, -0.83], [0.22, -1.18, 1.47], [-0.04, 0.12, -0.85], [-0.93, 0.55, -0.61], [0.41, -0.07, -0.11], [-0.10, -0.18, 0.23], [-0.13, 0.10, -0.42], [-0.74, -0.26, -0.21], [0.77, -0.28, -0.42], [0.52, -0.06, 1.43], [0.46, -0.15, -1.96], [-0.17, -2.00, -0.54]], "nbo_charge": [-0.1549, 0.3804, -0.4396, -0.4129, 0.0638, -0.3818, -0.2636, -0.6496, 0.2104, 0.2149, 0.2492, 0.2423, 0.2338, 0.2349, 0.2346, 0.2282, 0.2487, 0.2393, 0.5219], "total_charge": 1}

=====

{"formula": "C5H11N2O2", "method": "wB97M-V/def2-TZVPD", "elements": ["C", "C", "C", "C", "C", "N", "N", "O", "O", "H", "H", "H", "H", "H", "H", "H", "H", "H", "H", "H"], "xyz": [[-1.632279, -0.615966, 1.014077], [-1.969841, 0.513756, -0.915599], [-3.410216, 0.092427, -0.312402], [3.857024, -0.765816, -0.480619], [2.478825, -0.209119, -0.251346], [-1.055401, -0.079203, -0.015539], [-2.940539, -0.539930, 0.943840], [2.325353, 0.508413, 0.916758], [1.523353, -0.504449, -0.949593], [-1.075442, -1.155475, 1.811115], [-1.990232, 0.091703, -1.870385], [-1.618807, 1.535747, -0.886463], [-4.016557, 0.930119, -0.033628], [-4.067355, -0.508471, -0.935608], [4.462688, -0.823671, 0.439179], [3.887419, -1.786103, -0.982135], [4.248999, -0.092168, -1.258969], [-3.673424, -0.492029, 1.663246], [3.119536, 0.578497, 1.446564], [0.022971, -0.268959, -0.285937]], "atomic_forces_ev_per_a": [[0.56, -0.65, 0.60], [-2.15, 0.49, 0.65], [1.96, 1.35, 0.49], [0.25, -0.64, -1.07], [0.13, -1.47, 1.58], [3.56, -2.38, 0.39], [-2.69, 0.17, 0.04], [-1.14, -0.44, -1.77], [0.31, 1.00, 0.88], [-0.56, 0.73, -0.56], [0.80, -0.43, -1.63], [-1.11, 0.73, -0.67], [-0.16, 0.75, 0.07], [0.61, -0.58, -0.09], [-0.14, 0.37, -0.58], [-0.59, 1.28, 0.75], [0.57, -0.09, 0.48], [1.36, -0.71, 0.14], [0.52, -0.08, -0.11], [-2.08, 0.61, 0.42]], "nbo_charge": [0.3709, -0.2389, -0.2278, -0.7536, 0.8372, -0.5214, -0.5494, -0.6830, -0.6066, 0.2494, 0.2299, 0.2321, 0.2191, 0.2295, 0.2362, 0.2739, 0.2694, 0.4449, 0.5081, 0.4801], "total_charge": 1}

=====

Looking at LUMO level for the records above, in order, we have -3.6, -3.8, -4.3, -2.6 eV.
Looking at HOMO-LUMO gap for the records above, in order, we have 0.3445, 0.3750, 0.2692, 0.4134 hartree.